No. 1
ORCA calculation (wB97M-V/def2-TZVPD) on a structure of composition C49H58ClEuN5O2S3 at a distorted geometry.

XYZ file:
```
119
Properties=species:S:1:pos:R:3:forces:R:3
Eu -4.187639 -15.408804 13.334991 -0.227 -0.509 0.315
C -3.569430 -13.299795 15.897326 -0.050 0.175 -0.105
O -3.938914 -14.645247 15.641889 -0.328 -0.914 0.214
C -4.396333 -15.410664 16.719921 0.061 0.265 -0.387
C -4.512487 -14.912877 18.000188 0.228 0.137 -0.292
C -5.007862 -15.732881 18.994881 -0.311 -0.320 0.621
C -5.420619 -17.025213 18.716059 0.229 0.053 -0.489
C -5.293689 -17.518154 17.421565 -0.276 -0.396 0.678
C -4.761761 -16.734332 16.417012 0.399 0.095 -1.539
N -4.531139 -17.199043 15.081160 0.958 4.553 0.999
N -4.706114 -18.437817 14.972525 -0.884 -4.863 0.020
C -4.560573 -19.164101 13.830820 -0.674 -0.408 2.933
C -4.306942 -18.628527 12.575177 0.482 0.267 -2.675
O -4.202423 -17.356587 12.396339 -0.211 0.084 -0.128
C -4.139402 -19.508480 11.452172 -0.060 0.461 0.466
C -4.295519 -20.831832 11.602677 0.002 -0.925 -0.258
C -4.587310 -21.453349 12.882523 0.220 0.330 -0.249
C -4.708725 -22.836360 13.035505 -0.068 -0.014 -0.885
C -5.002974 -23.385787 14.263696 0.180 0.626 0.495
C -5.125326 -22.535443 15.371556 -0.127 -0.650 -0.099
C -4.976406 -21.179876 15.243087 -0.079 -0.182 0.330
C -4.712917 -20.609720 14.002842 0.264 0.843 -0.635
H -4.400997 -12.779145 16.373808 0.099 0.135 0.091
H -3.386312 -12.871025 14.909551 0.157 0.161 0.218
H -2.681542 -13.299590 16.522277 0.027 0.289 0.039
H -4.199195 -13.920731 18.275885 0.050 0.184 -0.169
H -5.073426 -15.346637 20.005081 -0.010 -0.030 -0.050
H -5.795609 -17.667377 19.492629 -0.142 -0.057 0.176
H -5.599115 -18.528578 17.186963 0.086 0.058 -0.039
H -3.944807 -19.080336 10.478803 0.032 0.129 0.073
H -4.195441 -21.462380 10.727343 -0.009 -0.149 0.059
H -4.595762 -23.465826 12.145386 -0.030 0.188 0.393
H -5.098994 -24.445906 14.397179 -0.074 -0.314 -0.070
H -5.353229 -22.951297 16.341997 0.036 -0.060 0.054
H -5.064385 -20.572877 16.116965 -0.030 0.432 0.235
C -0.811403 -19.226637 12.830709 -0.196 -0.424 -0.408
C -1.100379 -17.732996 12.695748 0.338 -0.596 0.036
C -1.066834 -17.321584 11.228203 -0.043 0.307 -0.418
C -0.178049 -16.908540 13.547407 0.236 0.545 0.157
C 1.079996 -17.376294 13.921894 -0.407 0.114 0.012
C 1.933021 -16.593863 14.685500 -0.369 -0.165 -0.268
C 1.523698 -15.344634 15.095063 -0.118 -0.275 -0.049
C 0.268991 -14.835449 14.758325 0.459 0.321 0.129
C -0.090779 -13.450660 15.286731 0.242 -0.046 0.056
C -0.091461 -13.410553 16.827513 0.156 -0.622 -0.286
C 0.819871 -12.343425 14.733626 0.156 0.037 -0.049
C -0.559488 -15.606746 13.941822 -0.078 -0.134 -0.135
N -1.783969 -15.021149 13.438547 -0.136 -0.143 -0.133
C -1.596256 -13.989985 12.659973 0.577 0.069 0.105
C -2.547340 -13.095747 12.137039 -0.358 0.050 -0.199
C -2.236980 -11.977533 11.347566 -0.049 -0.289 0.266
C -3.431232 -11.309128 11.135213 -0.079 -0.419 0.132
C -4.439048 -12.043094 11.790740 0.097 0.068 0.002
N -3.926099 -13.152636 12.395565 0.085 0.558 -0.186
C -5.873308 -11.566477 11.956564 0.004 0.489 0.147
C -6.342901 -10.734122 10.765637 0.400 -0.278 -0.874
C -5.935584 -10.663094 13.214583 0.031 -0.465 0.072
C -6.851583 -12.701290 12.098001 -0.288 -0.965 0.812
H -1.507738 -19.804105 12.212389 0.039 0.147 0.013
H -0.923482 -19.607762 13.849029 0.155 0.215 0.024
H 0.187110 -19.466682 12.459444 -0.043 -0.067 0.086
H -2.093481 -17.597369 13.083526 -0.427 0.272 0.122
H -0.147287 -17.661536 10.752718 0.210 0.061 0.087
H -1.144503 -16.237059 11.073361 0.068 -0.215 0.147
H -1.876994 -17.769624 10.652294 -0.184 -0.120 0.143
H 1.395476 -18.365421 13.616610 0.004 0.096 0.046
H 2.894588 -16.995579 14.942218 0.340 0.076 0.168
H 2.200055 -14.757550 15.683626 0.161 0.311 0.283
H -1.096888 -13.228893 14.957597 -0.208 0.114 -0.055
H 0.908982 -13.592214 17.227952 -0.036 0.035 -0.054
H -0.741434 -14.193613 17.244786 0.086 0.223 -0.073
H -0.409502 -12.436927 17.176788 -0.156 0.249 0.138
H 1.873719 -12.482327 15.000426 -0.200 -0.068 0.171
H 0.497880 -11.371304 15.115270 0.060 -0.044 0.030
H 0.808804 -12.279208 13.644801 -0.178 -0.110 -0.051
H -0.567458 -13.726804 12.411570 0.053 -0.025 -0.085
H -1.252046 -11.696493 10.999158 -0.072 -0.059 0.052
H -3.541580 -10.406435 10.569057 -0.169 0.208 -0.064
H -5.746222 -9.833847 10.603078 -0.104 -0.004 0.152
H -7.386137 -10.454781 10.897033 -0.051 0.121 0.066
H -6.277572 -11.328498 9.831326 -0.035 0.248 0.408
H -5.273401 -9.806927 13.084023 0.080 -0.067 0.191
H -5.645360 -11.247402 14.104002 0.074 0.342 -0.197
H -6.950139 -10.288346 13.388179 0.074 -0.083 -0.134
H -7.092674 -13.170424 11.159375 -0.005 -0.020 -0.417
H -7.809404 -12.367155 12.503698 0.074 0.113 0.124
H -6.483482 -13.510959 12.752483 -0.159 0.458 -0.252
C -5.064839 -16.985991 7.307579 -0.203 -0.292 0.327
C -3.923139 -16.141623 7.853685 -0.126 0.458 -0.398
S -4.109382 -15.578798 9.555800 -0.132 -0.114 0.008
C -5.614290 -14.599677 9.472842 0.085 0.338 -0.071
C -6.978232 -15.263143 9.617099 0.433 -0.750 0.024
S -7.136798 -16.315390 11.098498 -0.024 -0.024 -0.313
C -7.127935 -18.072209 10.490846 0.412 0.433 -0.431
C -6.998118 -18.388864 8.992841 -0.017 -0.429 0.086
S -5.349477 -18.545764 8.208221 -0.287 0.173 0.198
H -4.883066 -17.274736 6.280919 0.316 -0.029 -0.263
H -5.992898 -16.426215 7.268077 -0.109 0.113 0.116
H -3.787515 -15.268638 7.194388 -0.070 -0.158 0.234
H -2.978348 -16.673894 7.829253 0.109 -0.248 0.055
H -5.593299 -13.981467 8.576631 -0.014 -0.020 -0.265
H -5.493768 -13.886749 10.280107 0.095 0.058 0.180
H -7.227379 -15.889148 8.769742 0.003 0.044 -0.120
H -7.734607 -14.494636 9.656387 -0.323 0.214 0.142
H -8.055704 -18.513345 10.828146 -0.327 0.055 0.120
H -6.327654 -18.567216 11.018213 0.207 -0.072 0.158
H -7.628980 -17.767441 8.378386 -0.156 0.367 -0.241
H -7.442423 -19.385923 8.856789 0.246 0.149 0.125
Cl -8.016846 -12.664752 17.167660 0.115 0.119 0.018
C -7.799319 -14.027698 16.142478 -0.472 -0.325 -0.253
C -8.690176 -15.099804 16.206701 0.575 -0.141 -0.164
C -8.489807 -16.189888 15.368625 0.539 0.589 -0.154
C -7.393649 -16.168090 14.512009 0.194 0.590 0.463
N -6.540154 -15.121743 14.446444 -0.713 -0.620 -0.180
C -6.774144 -14.055630 15.212066 -0.131 -0.306 0.115
H -9.491895 -15.116015 16.921784 -0.207 0.185 0.155
H -9.161363 -17.029379 15.394815 -0.044 -0.182 -0.039
H -7.156661 -17.015825 13.893112 0.029 -0.144 -0.157
H -6.110295 -13.217146 15.064935 -0.034 0.157 0.197
```
Positions in Å, forces in eV/Å.

Calculated values
F_max = 4.94 eV Å⁻¹
Highest occupied orbital energy (alpha / beta) = -8.35 / -10.01 eV
2S+1 = 7
Relative energy (zero: lowest compared OMol25 entry of this formula, charge and spin) = 65.4 kJ/mol
E_tot = -127650.6969 eV
Kohn-Sham gap (alpha / beta) = 5.84 / 4.81 eV
Total charge = +1

---

No. 2
ORCA calculation (wB97M-V/def2-TZVPD) on a structure of composition C49H59Br2CsIN15O10S2Se2 at a distorted geometry.

XYZ file:
```
141
Properties=species:S:1:pos:R:3:forces:R:3
Cs -0.831266 0.895352 -1.025848 1.696 -2.149 3.234
O -4.324369 3.734376 -1.120489 0.143 0.011 -0.048
C -3.200537 3.208957 -1.278479 -0.454 0.510 0.269
O -2.439159 2.733124 -0.410427 -0.703 1.394 0.116
C -2.732275 3.109733 -2.736790 -0.194 0.012 -0.046
C -3.404795 3.752348 -3.771056 -0.015 0.062 -0.017
C -2.983913 3.529928 -5.072973 0.045 -0.036 0.004
C -1.936848 2.649665 -5.311531 -0.013 0.070 0.021
C -1.324998 2.058354 -4.215919 -0.116 0.095 -0.097
N -1.703911 2.304835 -2.969959 -0.687 1.208 -1.282
C -0.220801 1.033734 -4.351275 0.404 -0.097 -0.447
O -0.003496 0.582404 -5.490956 -0.056 0.071 0.010
O 0.368625 0.708893 -3.281954 0.515 0.294 -1.463
H -5.561466 2.585818 -0.359742 0.074 0.060 0.045
H -4.243758 4.390142 -3.530698 -0.009 -0.035 0.032
H -3.484281 4.016408 -5.902685 -0.012 0.013 0.011
H -1.592205 2.407829 -6.306912 0.007 -0.039 0.013
N 2.814731 -1.869391 -2.183544 0.180 -0.037 0.421
C 2.498698 -2.548484 -1.066050 0.347 -0.018 -0.182
N 2.769800 -3.871552 -1.037222 0.075 0.423 0.266
C 2.607579 -4.426023 0.165644 0.062 -0.211 -0.360
N 2.998936 -5.725079 0.323355 -0.027 -0.016 -0.128
N 2.089034 -3.830803 1.229597 -0.053 0.071 0.358
C 1.721372 -2.561522 1.041018 0.299 -0.270 -0.668
N 1.948016 -1.863335 -0.054720 -0.181 0.273 0.218
C 0.921514 -1.970298 2.134508 -0.621 0.364 0.850
C 0.622030 -2.757709 3.250659 0.170 -0.076 -0.246
C -0.244258 -2.271063 4.208110 -0.098 0.110 0.098
C -0.796296 -1.013096 4.032519 0.060 -0.180 -0.007
C -0.414047 -0.287200 2.914705 0.001 0.381 -0.046
N 0.432567 -0.733920 1.997052 0.204 -0.306 -0.320
H 2.925555 -2.423133 -3.017699 0.106 0.178 0.018
H 2.339987 -0.981560 -2.307450 0.063 -0.012 -0.028
H 3.067345 -6.267976 -0.522836 0.010 0.020 -0.121
H 2.599948 -6.189220 1.121038 -0.015 0.025 0.011
H 1.058557 -3.742601 3.318068 -0.033 0.007 0.047
H -0.502113 -2.866736 5.075512 0.033 -0.041 -0.009
H -1.494394 -0.600691 4.749736 -0.017 0.018 -0.044
H -0.791754 0.719634 2.753415 -0.039 -0.047 -0.035
O -1.737629 -3.976453 -5.280602 -0.034 -0.038 -0.012
C -0.804360 -4.992822 -5.002468 -0.023 0.073 -0.037
C 0.321595 -4.617704 -4.023260 -0.096 0.126 0.085
C 0.882603 -5.947979 -3.492040 -0.043 -0.124 -0.088
O 2.139806 -5.851112 -2.857273 -0.078 -0.361 -0.142
C 1.435883 -3.845862 -4.725307 -0.105 0.410 0.018
Se 0.902188 -1.977734 -5.114049 0.347 -0.330 -0.326
C -0.253282 -3.801905 -2.846018 -0.022 0.137 0.017
Se -0.161715 -1.818995 -3.038826 -0.702 -0.922 -0.083
H -1.256895 -3.165867 -5.512362 0.002 -0.007 0.021
H -0.349037 -5.370832 -5.931260 0.031 -0.012 0.031
H -1.387774 -5.811115 -4.565871 0.040 -0.005 -0.005
H 1.016497 -6.647325 -4.324521 -0.056 0.006 -0.036
H 0.136610 -6.383871 -2.813491 0.003 -0.012 0.006
H 2.225379 -4.993293 -2.410529 0.175 0.047 0.306
H 1.692206 -4.312999 -5.679243 0.040 -0.005 0.019
H 2.333563 -3.821416 -4.109367 0.001 -0.169 -0.100
H 0.300582 -4.013101 -1.928388 -0.014 -0.063 -0.038
H -1.298200 -4.067623 -2.679252 0.003 0.013 -0.053
C -3.993726 -4.143808 5.869519 -0.042 0.064 -0.003
C -3.743888 -3.116955 4.775388 -0.344 0.134 0.062
S -5.138160 -1.966549 4.738813 0.207 0.049 -0.074
O -6.319823 -2.750998 4.461468 -0.030 -0.019 -0.094
O -5.092925 -1.230533 5.984514 0.148 0.087 0.000
C -4.761689 -0.889696 3.367730 -0.052 -0.364 0.240
C -5.066412 -1.582906 2.037973 -0.002 -0.009 -0.040
N -4.387664 -0.970542 0.921921 -0.007 0.208 0.077
C -3.361363 -1.558152 0.187212 0.247 -0.148 -0.162
N -3.156484 -0.921632 -0.929226 -0.170 -0.521 0.116
C -4.051030 0.119318 -0.979257 -0.329 -0.054 0.016
C -4.833435 0.125037 0.184168 -0.047 0.090 -0.188
N -5.769886 0.951295 0.624814 0.072 -0.187 0.057
O -6.235946 1.877087 -0.297373 -0.091 0.002 -0.088
O -6.332470 0.923391 1.838609 -0.021 0.005 0.026
C -2.617262 -2.769647 0.636770 -0.102 0.136 0.073
H -3.168496 -4.853750 5.932915 0.008 0.002 -0.024
H -4.915577 -4.687096 5.663889 0.029 -0.043 0.012
H -4.103886 -3.643420 6.831939 0.023 -0.034 0.012
H -3.671847 -3.574666 3.788452 0.053 0.031 -0.008
H -2.859761 -2.513051 4.967684 -0.002 -0.027 -0.038
H -3.699096 -0.652673 3.462059 -0.008 0.035 -0.008
H -5.357953 0.026336 3.437608 -0.036 -0.002 -0.039
H -6.140610 -1.560000 1.876463 0.004 0.040 0.035
H -4.752654 -2.628271 2.077652 0.005 -0.004 -0.065
H -4.101650 0.789301 -1.818822 -0.072 0.005 0.043
H -2.213538 -2.657251 1.652320 0.021 -0.063 -0.010
H -1.782561 -2.920929 -0.048018 0.005 0.011 -0.005
H -3.238093 -3.675734 0.617762 0.050 -0.020 0.055
Br 2.648280 8.325855 -0.512623 -0.021 -0.093 -0.019
C 2.135050 6.566464 -1.038698 0.021 0.114 0.025
C 2.974524 5.502524 -0.775236 -0.029 -0.006 -0.009
C 2.546432 4.243135 -1.178238 0.019 0.073 -0.017
N 1.392305 4.032284 -1.801320 -0.085 -0.186 -0.073
C 0.601981 5.071607 -2.039078 -0.029 0.037 0.036
C 0.923443 6.373762 -1.674238 0.025 -0.015 0.025
H 3.924120 5.636481 -0.277090 -0.012 -0.008 0.022
H 3.158893 3.366573 -0.995473 0.035 0.016 -0.042
H -0.340637 4.856685 -2.533671 0.010 0.000 0.011
H 0.252471 7.196255 -1.875137 -0.012 -0.013 -0.012
S 3.895358 0.339538 2.054311 -0.072 -0.002 -0.184
C 5.272588 0.001952 1.086456 -0.037 -0.018 0.132
C 5.093798 0.520167 -0.153931 -0.006 -0.072 0.087
N 3.905627 1.177993 -0.351085 -0.016 0.014 -0.225
C 3.169264 1.148201 0.710201 0.051 -0.053 0.212
H 6.112079 -0.548296 1.478208 0.007 -0.001 -0.065
H 5.799431 0.438459 -0.969166 -0.012 0.033 -0.015
H 2.191678 1.603766 0.821581 0.061 0.016 0.003
C -0.464728 1.998835 5.882145 0.085 0.085 -0.062
C 0.924219 1.504523 5.519442 0.075 0.063 0.037
N 1.378973 2.099245 4.269976 -0.175 -0.111 0.050
C 0.655526 3.018552 3.520236 0.052 0.215 -0.140
N 0.978453 3.173571 2.288664 -0.001 -0.137 0.065
C 0.299887 4.204754 1.513124 -0.221 0.025 0.150
C -1.064271 4.588310 2.071741 0.117 -0.094 0.072
C -0.924616 4.865611 3.557074 -0.018 0.057 -0.100
N -0.315851 3.717602 4.200773 -0.013 -0.121 0.055
C -0.526390 3.492968 5.611607 0.047 -0.057 -0.016
H -0.684570 1.777982 6.927507 -0.008 -0.020 -0.001
H -1.213494 1.511789 5.253972 -0.039 0.038 0.071
H 0.928798 0.414921 5.436949 0.034 0.025 -0.011
H 1.623272 1.774824 6.320597 -0.029 -0.019 0.027
H 1.927354 1.507131 3.668765 0.054 0.023 -0.023
H 0.152476 3.843827 0.497715 0.103 -0.047 -0.075
H 0.948316 5.090168 1.460060 -0.008 -0.014 -0.068
H -1.763000 3.765184 1.906768 -0.050 0.061 -0.042
H -1.457283 5.465720 1.556523 -0.036 -0.022 -0.024
H -1.900748 5.034636 4.016229 0.003 -0.009 0.022
H -0.314693 5.767452 3.716808 -0.025 0.012 0.038
H -1.507178 3.890974 5.875364 0.000 0.024 -0.023
H 0.225245 4.014261 6.225752 -0.039 0.020 0.029
Br 6.086419 3.569365 -2.743090 0.032 -0.002 0.004
C 6.229287 1.836758 -3.494711 -0.103 -0.068 -0.028
C 7.480642 1.234745 -3.489342 0.038 0.021 0.038
C 7.638937 -0.039237 -4.008423 -0.009 -0.023 0.000
C 6.542182 -0.709635 -4.532441 0.026 0.004 0.015
C 5.297941 -0.102916 -4.539200 -0.071 -0.060 -0.050
C 5.120737 1.178400 -4.022824 -0.132 0.286 0.055
I 3.191563 1.979731 -4.019043 0.264 -0.281 0.020
H 8.321364 1.769562 -3.068286 0.003 -0.005 -0.009
H 8.615268 -0.506714 -3.998355 0.002 0.006 0.010
H 6.652069 -1.710531 -4.930002 -0.008 0.006 -0.010
H 4.437736 -0.621420 -4.946410 0.011 0.012 0.025
```
Positions in Å, forces in eV/Å.

Calculated values
F_max = 4.24 eV Å⁻¹
Highest occupied orbital energy = 0.00 eV
2S+1 = 1
Relative energy (zero: lowest compared OMol25 entry of this formula, charge and spin) = 199.7 kJ/mol
E_tot = -395695.6450 eV
Kohn-Sham gap = 3.11 eV
Total charge = -2